Record 1
Computed, not measured: a structure of composition C40H34GaN3O2STe, with wB97M-V/def2-TZVPD.

Positions of all 82 atoms, in Å:
Ga 0.18611 -0.44558 0.75246
C 2.68376 -1.36397 -1.09214
N 2.12984 -1.00938 0.21288
C 2.82424 -1.12931 1.29708
C 2.24063 -0.79685 2.53987
C 2.65036 -1.04919 3.85170
C 1.60626 -0.63025 4.67330
C 0.60484 -0.13890 3.83066
N 0.98432 -0.23015 2.54922
C 3.74134 -2.43402 -1.03190
C 5.08300 -2.14504 -1.24735
C 6.04812 -3.13431 -1.11052
C 5.67769 -4.42304 -0.75806
C 4.33537 -4.72290 -0.56080
C 3.37465 -3.73412 -0.69233
H 3.08260 -0.45880 -1.56453
H 1.84474 -1.69801 -1.70744
H 3.83334 -1.53639 1.27953
H 3.57652 -1.51962 4.14404
H 1.56028 -0.67669 5.74935
H -0.36279 0.26016 4.09491
H 5.37559 -1.14142 -1.53796
H 7.09149 -2.89905 -1.27847
H 6.43038 -5.19241 -0.64595
H 4.02934 -5.72746 -0.29920
H 2.32674 -3.96771 -0.53013
C -3.94204 -2.29929 -2.54577
C -2.53386 -2.30885 -2.57484
C -1.82693 -1.58580 -1.65787
C -2.47357 -0.81546 -0.66521
C -1.73964 -0.05596 0.28844
C -2.43263 0.73382 1.17215
C -3.84444 0.76427 1.18972
C -4.55814 0.00240 0.31233
C -3.89324 -0.79087 -0.65366
C -4.60210 -1.55982 -1.60555
H -4.49438 -2.87726 -3.27540
H -2.02550 -2.90210 -3.32449
H -0.74038 -1.56969 -1.68059
H -1.88590 1.35225 1.87947
H -4.35453 1.37398 1.92568
H -5.64162 -0.00683 0.33724
H -5.68585 -1.54901 -1.58042
C 0.97265 6.06615 0.28878
O 1.73624 4.87060 0.32242
C 1.85154 4.23255 1.51211
C 1.07952 4.55213 2.62274
C 1.36284 4.00149 3.86033
C 2.45126 3.16005 4.01658
C 3.17544 2.77897 2.90412
C 2.84624 3.24584 1.63847
N 3.63763 2.81288 0.54746
C 3.33578 2.76089 -0.74446
C 2.07405 2.78805 -1.34105
C 1.99099 3.39327 -2.62654
C 0.79276 3.61119 -3.23117
C -0.39395 3.18831 -2.58908
C -0.35196 2.51449 -1.40389
C 0.87930 2.23298 -0.74086
O 0.91926 1.46459 0.27036
H 1.18106 6.52441 -0.67423
H 1.27643 6.74332 1.09075
H -0.09705 5.86163 0.37022
H 0.25453 5.24295 2.52854
H 0.74247 4.25114 4.71076
H 2.71756 2.78418 4.99195
H 3.99469 2.07884 3.00523
H 4.56658 2.51945 0.81100
H 4.19993 2.74713 -1.40324
H 2.90816 3.76019 -3.07427
H 0.74392 4.11270 -4.18797
H -1.34643 3.38350 -3.06605
H -1.25306 2.14419 -0.93165
Te -0.23459 -2.95628 1.85209
C -0.73068 -4.52846 0.54598
C -0.53194 -4.69171 -0.79357
C -0.96953 -5.95297 -1.28893
C -1.48427 -6.74316 -0.31238
S -1.44949 -5.94907 1.21344
H -0.08256 -3.93228 -1.41604
H -0.90133 -6.24258 -2.32864
H -1.87501 -7.74561 -0.38345

- DFT total energy (eV) = -121101.211
- charge = 0
- highest occupied orbital energy (eV) = -6.039
- LUMO energy (eV) = -1.09

=====

Record 2
Computed, not measured: a structure of composition C31H30Cl2N5O2P2Sm, with wB97M-V/def2-TZVPD.

Positions of all 73 atoms, in Å:
Sm 0.60077 -0.41912 0.32665
Cl 5.13637 5.12286 -0.68383
C 4.42037 3.54908 -0.82208
C 3.39084 3.21361 0.04533
C 2.76747 1.97130 -0.01653
N 1.63245 1.63498 0.77444
C 1.24105 2.43175 1.80003
O 1.85381 3.34072 2.34884
C -0.16644 2.17195 2.32907
C -0.67904 3.01006 3.31063
C -1.95860 2.77613 3.78010
C -2.68535 1.70641 3.27348
C -2.09209 0.90960 2.31336
N -0.86791 1.14882 1.84029
C 3.20226 1.03361 -0.99332
C 4.24608 1.39017 -1.84356
C 4.84855 2.63752 -1.76355
Cl 6.13363 3.00634 -2.86851
N 2.53551 -0.22228 -1.03047
C 2.94832 -1.20944 -1.85687
O 3.82338 -1.19553 -2.71693
C 2.23548 -2.54868 -1.67543
C 2.58565 -3.61520 -2.48973
C 2.00176 -4.84864 -2.25804
C 1.09924 -4.99000 -1.21449
C 0.79191 -3.87260 -0.45707
N 1.33530 -2.67891 -0.69805
H 3.08674 3.93063 0.78750
H -0.05604 3.81182 3.67861
H -2.38399 3.41282 4.54533
H -3.68107 1.47499 3.62586
H -2.59611 0.02958 1.93032
H 4.59368 0.69273 -2.58358
H 3.32209 -3.44818 -3.26184
H 2.26151 -5.69941 -2.87517
H 0.64161 -5.94090 -0.97921
H 0.10630 -3.92632 0.37972
C -2.64263 2.45033 -1.03952
P -0.89479 1.94518 -1.23240
C -0.05906 3.55756 -1.13260
C -0.77943 1.54125 -3.01073
C -1.52114 0.23629 -3.31657
P -1.22640 -1.09414 -2.06327
C -1.24709 -2.59797 -3.09465
C -2.84471 -1.24547 -1.21126
H -2.88431 3.27027 -1.72015
H -2.81065 2.79140 -0.01630
H -3.32761 1.62556 -1.23420
H -0.51528 4.26405 -1.82967
H 0.99907 3.44653 -1.36965
H -0.13393 3.96443 -0.12319
H 0.28804 1.41263 -3.21628
H -1.13681 2.35649 -3.64529
H -1.20502 -0.16309 -4.28253
H -2.59916 0.40275 -3.39098
H -2.14381 -2.63442 -3.71680
H -1.22078 -3.48408 -2.46056
H -0.36570 -2.61839 -3.73676
H -3.67523 -1.24173 -1.92136
H -2.99485 -0.43113 -0.50170
H -2.87283 -2.18028 -0.65009
N -3.59497 -2.69972 6.44602
C -2.88044 -2.50977 5.56532
C -1.98808 -2.26700 4.45684
C -0.85246 -1.47458 4.63873
C -0.02133 -1.23504 3.55853
C -0.25537 -1.74899 2.27182
C -1.39406 -2.55433 2.15055
C -2.26025 -2.81691 3.21057
H -0.64550 -1.04667 5.61142
H 0.83221 -0.58283 3.73701
H -1.66147 -2.99534 1.19024
H -3.13969 -3.43509 3.07817

- DFT total energy (eV) = -105709.040
- multiplicity = 6
- charge = 0
- highest occupied orbital energy (spin up / spin down) (eV) = -7.479 / -7.474
- LUMO energy (spin up / spin down) (eV) = -0.26 / -0.23

=====

Record 3
Computed, not measured: a cluster of 5 separate species, C6H17NO5 in total at a distorted geometry, with wB97M-V/def2-TZVPD.

Positions of all 29 atoms, in Å:
O 0.31323 2.96673 -1.09910
C 0.49164 2.04152 -1.83087
C 1.16946 0.76090 -1.31700
C 0.03579 -0.11948 -1.66436
C -1.05645 -0.21235 -0.40977
C -2.13639 0.48649 -0.67155
C -1.20927 -1.93160 1.22417
N -0.78747 -0.88161 0.74092
H 0.41264 2.03333 -2.85713
H 1.26620 0.71505 -0.29411
H 2.10140 0.67924 -1.93509
H 0.53393 -1.22712 -1.73067
H -0.46470 0.00310 -2.62179
H -2.17638 1.04329 -1.68811
H -2.93091 0.87748 -0.07750
H -1.71687 -2.71041 0.81161
H -0.94301 -2.04847 2.22681
H -0.71091 3.18396 1.28996
H -1.27683 2.55473 0.06819
O -1.56286 2.90078 0.97560
H 0.84394 -2.96902 1.83613
H 0.96089 -1.29737 2.08959
O 1.26944 -2.10312 2.36459
H 0.11273 0.99123 1.86120
H 0.49133 2.03776 2.81767
O 0.89727 1.21606 2.45950
H 2.09559 -2.73992 -0.08247
H 2.27842 -3.05442 -1.60070
O 1.69812 -3.19675 -0.88573

- DFT total energy (eV) = -18220.616
- charge = 0
- SMILES = C=NC(=C)CCC=O.O.O.O.O
- highest occupied orbital energy (eV) = -9.092
- LUMO energy (eV) = 0.38

=====

Record 4
Computed, not measured: a structure of composition C45H43Cl4CsN11O2 at a distorted geometry, with wB97M-V/def2-TZVPD.

Positions of all 106 atoms, in Å:
Cs -2.20652 0.70684 0.89189
C -4.06770 2.60027 5.56317
C -3.44263 1.36109 5.58152
C -3.61555 0.46571 4.53722
C -4.43528 0.78269 3.44916
C -5.06208 2.03509 3.44289
C -4.87812 2.92985 4.48494
N -4.48938 -0.06747 2.34869
C -5.47044 -0.89454 2.11250
C -6.62335 -1.04338 2.97738
C -7.64335 -1.88437 2.66876
C -7.63337 -2.67480 1.48645
C -6.55770 -2.59147 0.65316
C -5.45983 -1.74163 0.93172
N -4.34153 -1.70339 0.14410
N -4.38206 -2.33335 -0.95753
C -3.16066 -2.39653 -1.64791
C -3.22939 -2.55910 -3.03908
C -2.06724 -2.77307 -3.74618
C -0.85894 -2.84478 -3.05617
C -0.88780 -2.65716 -1.68553
N -2.00027 -2.41773 -0.99214
H -3.91280 3.30566 6.36985
H -2.80240 1.09087 6.41314
H -3.11335 -0.49381 4.54053
H -5.68961 2.29419 2.59786
H -5.36322 3.89822 4.44844
H -6.65378 -0.44947 3.88216
H -8.48785 -1.95906 3.34634
H -8.45690 -3.34252 1.26963
H -6.50098 -3.19507 -0.24289
H -4.19837 -2.52201 -3.51723
H -2.09756 -2.89853 -4.82195
H 0.07670 -3.05001 -3.56068
H 0.02948 -2.69065 -1.10354
N -0.60982 -3.02916 1.61489
C 0.65176 -2.98493 2.08883
C 1.20338 -3.92733 2.93717
C 2.51701 -3.78521 3.41385
C 3.29954 -2.72138 3.05719
C 2.76621 -1.73878 2.18868
C 3.48869 -0.59421 1.78152
C 2.89934 0.33072 0.97717
C 1.56344 0.12302 0.55842
N 0.87224 -0.93684 0.87678
C 1.45489 -1.86037 1.69764
H -0.89585 -2.29953 0.98270
H -1.26423 -3.73844 1.88019
H 0.60388 -4.77368 3.25073
H 2.90984 -4.54058 4.08432
H 4.30889 -2.60957 3.43298
H 4.50448 -0.45637 2.13621
H 3.42789 1.21901 0.68282
H 1.06676 0.86626 -0.07388
Cl 2.55480 0.75375 5.25650
C 0.86498 0.52209 5.70773
Cl 0.15575 2.01970 6.29881
Cl 0.76876 -0.71494 6.99922
C 0.12221 -0.01779 4.56550
N -0.45427 -0.62528 3.78240
C 5.22622 -0.10764 -3.50402
C 3.89660 -0.29986 -4.24577
C 4.14575 -0.13590 -5.74841
C 3.43331 -1.74085 -3.97410
C 2.82760 0.72482 -3.72434
O 2.54839 0.43912 -2.36219
C 3.30291 2.19216 -3.88318
C 2.47111 3.26687 -3.16286
C 2.60241 3.27837 -1.65667
C 3.80383 3.58566 -1.01654
C 3.87421 3.61751 0.37095
C 2.74813 3.30951 1.13062
Cl 2.88758 3.34657 2.86502
C 1.55012 2.96696 0.52396
C 1.50871 2.98497 -0.86308
C 1.47944 0.48061 -4.47009
N 0.28387 0.92446 -3.77587
C -0.22092 0.50625 -2.60475
N -1.19529 1.30309 -2.21626
C -1.29406 2.18026 -3.24713
N -0.40786 2.00935 -4.20232
H 5.91047 -0.91181 -3.78026
H 5.09528 -0.15693 -2.42088
H 5.71711 0.83248 -3.75404
H 4.87317 -0.88023 -6.08038
H 4.54893 0.84827 -5.99190
H 3.23628 -0.29007 -6.33234
H 4.27950 -2.42074 -4.08774
H 2.66812 -2.07582 -4.67615
H 3.04664 -1.84607 -2.96063
H 3.20766 0.85216 -1.79256
H 3.33062 2.42190 -4.95092
H 4.32909 2.27185 -3.51853
H 1.42416 3.15886 -3.43361
H 2.78625 4.24421 -3.54058
H 4.68582 3.83305 -1.59928
H 4.79807 3.87481 0.87172
H 0.64554 2.67909 1.05524
H 0.57204 2.72213 -1.33946
H 1.35972 -0.58394 -4.65782
H 1.47558 1.00739 -5.42135
H 0.19095 -0.31687 -2.04779
H -2.00593 2.98911 -3.27194
O 0.57478 2.39072 3.33114
C -0.26483 2.70936 2.51852
N -1.05382 3.04809 1.69957

- DFT total energy (eV) = -118488.043
- charge = -1
- highest occupied orbital energy (eV) = -4.014
- LUMO energy (eV) = 1.89

=====

Record 5
Computed, not measured: the ion C4H9N4O with charge +1 at a distorted geometry, with wB97M-V/def2-TZVPD.

Positions of all 18 atoms, in Å:
C 0.10310 0.22948 -0.12985
C -2.99168 0.54683 0.21953
C 0.50733 -2.16375 0.11653
C 1.60398 0.41000 -0.11768
N -2.46548 -0.44396 -0.24605
N -1.58694 -1.31494 -0.25031
N -0.27240 -0.98856 -0.01358
N 1.85475 1.87643 -0.11718
O -3.78152 1.51604 -0.03214
H 1.56037 -1.99821 -0.25939
H 0.48740 -2.45475 1.25299
H 0.05543 -3.06313 -0.53245
H 2.24395 -0.11865 0.76532
H 1.71951 -0.17205 -1.09168
H 0.87778 2.14132 -0.45594
H 2.59350 2.26110 -0.64533
H 1.91064 2.18830 0.87413
H -4.41971 1.54850 0.66309

- DFT total energy (eV) = -12287.944
- charge = +1
- highest occupied orbital energy (eV) = -11.575
- LUMO energy (eV) = -3.27

=====

Record 6
Computed, not measured: a cluster of 2 separate species, C6H8N3O in total at a distorted geometry, with wB97M-V/def2-TZVPD.

Positions of all 18 atoms, in Å:
C 0.78017 1.43819 2.68634
C -0.80501 -0.15339 2.01103
C -2.22186 -2.14390 1.36505
C -3.38164 -1.94157 0.39835
C 0.81932 -0.14215 -2.04809
C 1.52729 -0.06567 -0.91300
N 1.63341 2.21354 2.92625
N -1.49430 -0.90783 1.39309
N -0.24732 0.80483 2.49701
O -2.04068 -3.01298 2.13614
H -3.44682 -2.99327 0.02911
H -3.01568 -1.22911 -0.36611
H -4.22994 -1.69473 0.92630
H -0.07931 -0.65831 -1.98783
H 1.10563 0.19325 -3.13688
H 2.48472 2.64521 3.13016
H 0.97456 -0.48405 -0.04418
H 2.54226 0.38056 -0.70169

- DFT total energy (eV) = -12858.542
- charge = +1
- highest occupied orbital energy (eV) = -13.346
- LUMO energy (eV) = -4.91

=====

Record 7
Computed, not measured: an isolated molecule of C6H15NO3 at a distorted geometry, with wB97M-V/def2-TZVPD.

Positions of all 25 atoms, in Å:
C -0.09673 0.38900 0.23980
C -1.54969 -0.31367 -0.04849
C 0.92714 -0.74725 0.11157
C 2.40506 -0.26052 0.46957
C -2.67186 0.33213 0.75194
C 0.98680 -1.37512 -1.27962
N -0.07964 0.95914 1.54344
O 0.10047 1.40531 -0.73300
O -1.81676 -0.24458 -1.43951
O 2.83790 0.92424 -0.13935
H -0.11409 1.01015 -1.59292
H -2.29436 0.57331 -1.62620
H 2.15459 1.53986 -0.44169
H -1.50650 -1.37753 0.20045
H 0.68293 -1.48881 0.87521
H -0.67095 1.78043 1.57689
H 0.86205 1.21824 1.81548
H 2.49437 -0.15482 1.56258
H 3.14794 -1.01037 0.17830
H -3.61996 -0.12809 0.47381
H -2.72906 1.40055 0.54203
H -2.51047 0.18479 1.81527
H 0.00227 -1.64418 -1.64978
H 1.58255 -2.28390 -1.23681
H 1.47599 -0.68834 -1.96895

- DFT total energy (eV) = -14097.696
- charge = 0
- SMILES = C[C@@H](O)[C@](N)(O)[C@@H](C)CO
- highest occupied orbital energy (eV) = -9.543
- LUMO energy (eV) = 0.70

=====

We obtain energy relative to the best compared isomer or geometry (same formula, charge and spin) values of 14.66; 1.62; 86.59; 46.89; 177.06; 107.90; 24.73 kcal/mol for the records listed above, in that order.